Below is C6H13NO as an isolated structure, with properties calculated with ωB97M-V/def2-TZVPD.

Output
Energy above the lowest of the compared OMol25 structures with the same formula, charge and spin: 5.894 eV
Total charge: 0
Total energy: -366.21732 Eh
Max |F|: 4.34 eV Å⁻¹
Highest occupied orbital energy: -0.315 hartree
E_LUMO: 0.70 eV
Molar mass: 115.2 g/mol
Multiplicity: 1

Structure (XYZ):
```
21
Properties=species:S:1:pos:R:3:forces:R:3
O 2.196 -0.685 -0.533 -0.10 -0.69 -0.47
N -2.198 0.201 -0.285 -1.59 0.73 2.42
C -0.153 -0.462 1.039 -2.83 2.77 1.78
C 1.129 0.189 1.450 -0.20 -0.39 -3.27
C -2.917 -0.875 0.409 0.19 -2.10 -1.49
C 2.240 -0.165 0.549 2.15 -1.32 2.36
C -1.137 0.481 0.335 2.40 -0.26 -2.63
C 0.933 1.153 -2.373 0.60 -1.30 0.26
H 1.323 1.425 -1.398 0.06 0.67 -0.13
H 1.291 0.572 2.444 0.43 0.11 -0.10
H 1.769 0.768 -2.958 0.13 0.48 -0.13
H -0.995 -0.052 1.737 1.21 -1.59 1.63
H 0.385 1.929 -2.883 -0.23 0.07 0.03
H -3.054 -0.815 1.496 0.10 0.93 -0.09
H -0.234 -1.527 0.922 0.02 -0.13 -0.18
H 3.167 0.203 1.045 0.37 -0.06 -0.66
H -3.889 -1.019 -0.057 -0.05 0.10 0.08
H 1.443 0.957 0.563 -1.98 1.52 1.85
H -0.754 1.505 0.413 0.07 0.13 -0.71
H -2.404 -1.850 0.330 -0.09 0.02 -0.30
H 0.392 0.232 -2.156 -0.67 0.30 -0.25
```
Positions in Å, forces in eV/Å.

***

Below is C38H58CaF3N7O3Te as an isolated structure, with properties calculated with ωB97M-V/def2-TZVPD.

Output
Total charge: -1
Total energy: -3337.18390 Eh
Max |F|: 0.71 eV Å⁻¹
Highest occupied orbital energy (spin up / spin down): -0.200 / -0.201 hartree
E_LUMO (spin up / spin down): 2.22 / 2.18 eV
⟨S²⟩: 0.7596
Molar mass: 885.6 g/mol
Multiplicity: 2

Structure (XYZ):
```
111
Properties=species:S:1:pos:R:3:forces:R:3
Te -2.843 -0.889 -0.082 -0.31 -0.21 0.45
Ca 1.821 0.795 -0.525 -0.58 0.39 0.12
F 3.038 3.425 -0.048 -0.03 -0.03 0.10
F 3.965 3.801 -1.953 -0.04 0.00 0.00
F 2.132 2.611 -1.873 -0.03 0.02 -0.24
O 4.634 -2.820 0.548 0.04 0.04 -0.05
O -1.323 -1.624 -3.011 0.03 -0.03 0.04
O 3.382 -4.671 0.746 -0.07 0.00 0.00
N -0.572 4.432 -1.579 0.11 -0.03 0.00
N 2.531 1.320 1.788 0.02 -0.11 0.04
N -0.256 2.176 0.193 0.14 0.07 -0.17
N 4.272 0.643 -0.417 0.12 -0.05 -0.02
N -1.214 0.310 -1.790 0.21 0.16 -0.10
N 0.920 -1.168 0.609 0.07 -0.14 0.08
N 2.050 -0.909 -2.237 0.01 -0.11 -0.03
C 3.188 -0.921 -3.177 0.01 0.02 -0.04
C -0.227 1.726 -4.027 0.04 0.00 -0.01
C 5.218 -4.695 -0.780 0.02 -0.03 0.01
C 4.368 -0.025 -2.801 0.02 -0.03 -0.01
C 1.940 -2.152 -1.444 0.08 -0.11 0.03
C -1.099 -0.398 -2.887 0.01 0.13 -0.08
C 0.749 -2.127 -0.504 -0.02 -0.12 0.12
C -5.885 -2.275 2.871 0.02 0.01 0.05
C -3.320 1.661 1.652 0.02 -0.04 0.04
C 2.012 -0.895 2.906 0.00 0.01 0.01
C 0.365 0.264 -6.316 0.00 0.02 0.02
C -4.169 1.770 -0.608 0.02 -0.05 0.01
C -3.884 2.918 1.881 0.00 -0.02 0.00
C -0.532 0.367 -4.080 0.03 -0.02 -0.07
C -3.492 1.073 0.394 -0.06 0.01 -0.04
C 2.723 3.891 -1.366 0.04 0.18 -0.08
C -6.125 -0.933 0.800 0.05 -0.04 -0.03
C -3.860 -1.771 1.646 -0.07 -0.02 -0.17
C -5.257 -1.669 1.787 0.06 0.00 -0.02
C -4.593 3.586 0.897 0.01 -0.02 -0.03
C -4.723 3.015 -0.363 0.04 0.06 0.03
C -1.084 4.497 -0.216 -0.03 -0.02 0.01
C -1.644 -2.732 2.533 -0.11 -0.01 0.01
C -0.234 -0.358 -5.229 -0.01 0.04 0.00
C -2.551 0.988 2.758 -0.04 0.03 0.03
C 0.380 2.343 -5.111 -0.02 0.01 0.03
C -0.279 3.565 0.679 0.04 -0.09 0.03
C -3.809 -3.108 3.663 -0.01 0.02 -0.02
C 0.678 1.616 -6.257 -0.01 -0.02 0.00
C 1.763 0.605 2.813 0.00 0.04 0.03
C 4.672 0.344 0.964 -0.02 -0.02 0.02
C 4.331 -4.021 0.277 -0.02 0.10 0.02
C -5.179 -2.995 3.824 -0.01 0.00 0.02
C 4.952 -0.218 -1.402 0.00 0.02 0.01
C 1.724 -1.783 1.684 0.04 0.04 -0.02
C -5.875 -3.639 4.994 0.00 0.01 -0.02
C 3.995 1.307 1.932 0.02 -0.01 0.03
C -3.140 -2.518 2.592 0.13 0.05 -0.07
H 2.212 2.281 1.776 0.02 0.02 0.00
H -1.063 5.503 0.228 0.04 0.02 0.00
H -5.890 0.129 0.772 0.01 0.06 0.00
H 5.155 -0.232 -3.533 -0.01 0.03 -0.01
H -5.562 -3.184 5.936 0.00 0.00 0.00
H 0.425 4.647 -1.617 -0.03 0.01 0.03
H -5.642 -4.704 5.053 0.00 0.00 0.00
H -1.191 -2.224 1.687 -0.05 -0.08 0.05
H 2.864 -2.286 -0.876 0.01 -0.04 -0.02
H -2.124 4.165 -0.223 -0.05 0.01 0.01
H -7.177 -1.040 1.065 0.00 -0.02 -0.01
H 2.666 -2.115 1.247 0.01 -0.04 -0.01
H 5.761 0.424 1.096 0.00 -0.01 -0.01
H 4.502 1.613 -0.632 0.01 -0.01 0.03
H 1.973 1.023 3.809 -0.02 0.04 0.00
H 1.200 -0.831 -2.784 -0.03 -0.07 -0.06
H 3.543 -1.951 -3.299 -0.01 -0.01 0.03
H 4.289 1.054 2.958 -0.01 -0.01 0.00
H 0.596 -0.308 -7.207 0.00 0.00 0.00
H -0.151 -1.863 -1.056 -0.03 -0.01 -0.08
H -6.957 -3.533 4.915 0.00 0.00 0.00
H 1.827 -3.021 -2.102 0.05 0.00 -0.01
H -1.065 1.665 0.535 0.05 0.03 0.06
H 1.158 2.100 -7.099 0.00 0.00 0.01
H -1.169 -2.368 3.448 0.01 0.00 0.00
H -1.697 0.433 2.360 -0.02 0.00 0.02
H 3.050 -1.068 3.205 -0.01 -0.01 0.00
H 1.234 -2.701 2.029 0.03 -0.03 -0.04
H -4.270 1.316 -1.586 -0.01 0.00 0.01
H -0.442 2.193 -0.812 -0.04 0.10 0.00
H 5.065 -4.192 -1.739 0.00 0.00 0.00
H 4.095 1.027 -2.939 -0.01 0.00 0.03
H 0.615 -3.142 -0.113 0.02 -0.01 0.01
H 0.635 3.394 -5.050 0.00 -0.01 -0.01
H -1.411 -3.795 2.446 0.01 0.01 0.00
H 4.868 -1.251 -1.055 0.00 -0.02 0.01
H -6.963 -2.186 2.968 0.00 0.00 0.00
H -0.014 -0.938 0.946 0.07 0.06 -0.04
H -0.447 2.308 -3.138 -0.01 -0.02 -0.02
H -0.479 -1.413 -5.238 0.00 0.00 0.00
H -3.173 0.263 3.288 0.01 0.00 0.00
H 0.748 3.936 0.742 0.01 0.02 -0.03
H -3.231 -3.678 4.387 0.00 0.01 -0.01
H -2.189 1.723 3.479 0.00 0.01 0.00
H -0.696 3.588 1.689 0.00 -0.03 0.03
H -3.758 3.375 2.856 0.00 0.00 0.00
H 2.817 -0.594 -4.152 0.00 -0.03 -0.01
H 4.972 -5.750 -0.887 0.00 0.00 0.00
H -1.064 5.070 -2.191 -0.02 -0.02 0.00
H 1.407 -1.234 3.752 -0.02 0.00 0.00
H -5.025 4.557 1.106 0.00 0.00 0.00
H 6.024 0.019 -1.420 0.01 -0.01 0.02
H 6.270 -4.576 -0.517 0.00 0.00 0.00
H 0.708 0.801 2.602 0.01 -0.02 -0.01
H -5.978 -1.318 -0.212 0.02 0.02 0.01
H -5.253 3.535 -1.151 0.00 0.00 0.00
H 4.355 2.318 1.732 0.00 0.01 0.01
H 4.410 -0.697 1.166 0.01 -0.02 0.01
```
Positions in Å, forces in eV/Å.

***

- What is the molar mass in the second record?
  885.6 g/mol